Entry 1:
# C69H169F2N16O12S2V

C69H169F2N16O12S2V as an isolated structure at a distorted geometry (the ωB97M-V functional and the def2-TZVPD basis, the Open Molecules 2025 dataset).

Cartesian coordinates (Å):
O 1.6568 2.5700 -3.3405
V 1.6704 0.9732 -3.2961
N 0.6508 0.4443 -1.5812
S -0.3459 -0.7424 -1.3189
O -1.7618 -0.4102 -1.4778
O 0.1041 -1.8984 -0.5283
F -0.1262 -1.4583 -2.7591
S 0.4636 1.0792 -0.0120
O 1.1409 0.3219 1.0615
O -0.7874 1.7023 0.2255
F 1.4794 2.2929 -0.2793
C 0.9002 3.3757 5.6650
C 0.5111 4.4604 6.7098
N -0.8338 4.3004 7.3127
C -1.9181 4.3517 6.3205
C -2.6188 3.0231 6.4826
C -1.1981 5.1504 8.5081
C -0.2745 5.0175 9.7078
H 1.9780 3.3951 5.8264
H 0.6323 3.4615 4.6119
H 0.5151 2.4683 6.1302
H 1.2003 4.4265 7.5535
H 0.5810 5.3546 6.0905
H -2.6290 5.1558 6.5110
H -1.5525 4.4014 5.2949
H -2.9122 3.0504 7.5320
H -3.5415 2.8695 5.9232
H -1.8905 2.2127 6.4527
H -2.2641 5.0558 8.7149
H -1.0101 6.2067 8.3157
H -0.3897 5.9004 10.3367
H 0.7647 4.8295 9.4382
H -0.6809 4.3446 10.4629
C 3.5062 7.5759 -7.3001
C 4.0151 6.6915 -6.1835
N 3.3298 5.4130 -6.0160
C 3.0086 4.7262 -7.2904
C 4.2418 4.3939 -8.0693
C 2.0772 5.5391 -5.2875
C 2.1520 5.9218 -3.8403
H 2.4323 7.4003 -7.3641
H 3.9927 7.5516 -8.2752
H 3.5511 8.6108 -6.9607
H 5.0697 6.4304 -6.2710
H 3.9262 7.2764 -5.2680
H 2.4383 3.8549 -6.9683
H 2.2318 5.2855 -7.8118
H 4.7815 3.5466 -7.6465
H 3.9993 4.1105 -9.0935
H 4.9195 5.2333 -8.2252
H 1.5783 4.5700 -5.2764
H 1.4084 6.2902 -5.7075
H 1.1305 5.8496 -3.4670
H 2.4903 6.9463 -3.6852
H 2.7430 5.2811 -3.1858
C 6.0430 -1.4499 3.9278
C 5.3645 -0.0970 4.1637
N 5.6904 0.5012 5.4155
C 6.9760 1.1077 5.6821
C 6.7665 2.5950 5.6326
C 5.2092 -0.3328 6.5629
C 4.7432 0.6136 7.7215
H 5.9497 -1.7295 2.8784
H 5.3869 -2.0914 4.5161
H 7.1112 -1.3904 4.1368
H 5.6488 0.6961 3.4722
H 4.2813 0.0024 4.0921
H 7.5425 0.8489 6.5766
H 7.6446 0.9505 4.8357
H 6.4997 3.0615 4.6843
H 6.0262 3.0101 6.3166
H 7.7013 3.0758 5.9208
H 6.0214 -0.9448 6.9551
H 4.5136 -1.0855 6.1919
H 4.5161 0.1587 8.6856
H 3.8166 1.1725 7.5911
H 5.5230 1.3337 7.9692
C -2.2799 -9.2069 -0.2382
C -1.2500 -9.0301 0.9018
N -0.6810 -7.6930 0.8506
C -0.0032 -7.3562 2.1219
C -1.0602 -7.1876 3.2745
C 0.5019 -7.5171 -0.0654
C 0.2697 -7.8860 -1.5100
H -3.1113 -8.5306 -0.0395
H -2.6105 -10.2364 -0.1006
H -1.8907 -9.1933 -1.2562
H -1.8660 -9.1490 1.7931
H -0.4439 -9.7622 0.8528
H 0.8545 -7.9373 2.4608
H 0.5012 -6.4001 1.9820
H -1.6255 -8.1075 3.4239
H -0.5281 -7.0075 4.2086
H -1.8961 -6.5083 3.1074
H 1.2878 -8.1701 0.3145
H 0.8366 -6.4805 -0.0260
H -0.7210 -7.5347 -1.7985
H 0.2401 -8.9680 -1.3822
H 1.0621 -7.6025 -2.2027
C -2.3612 -1.1327 3.2306
C -2.4655 0.2169 3.9167
N -3.6152 1.1844 3.5305
C -4.9054 0.5340 3.2887
C -5.5606 0.4670 4.6165
C -3.1691 2.2916 2.6141
C -4.2583 3.4159 2.5785
H -3.1269 -1.8889 3.4035
H -1.4869 -1.5725 3.7105
H -2.0398 -0.9701 2.2018
H -2.4333 -0.0256 4.9789
H -1.5182 0.7344 3.7656
H -5.6176 1.0223 2.6236
H -4.8458 -0.5055 2.9661
H -5.0510 -0.0553 5.4262
H -5.8051 1.5025 4.8536
H -6.5652 0.0946 4.4161
H -2.9114 1.7304 1.7158
H -2.1805 2.6317 2.9225
H -5.1706 2.9977 2.1531
H -3.8644 4.2658 2.0211
H -4.6240 3.7883 3.5354
C -9.7809 -2.3488 -2.1122
C -8.3232 -2.4860 -1.8716
N -7.6193 -2.8222 -3.1457
C -8.0610 -4.0358 -3.8403
C -8.2409 -5.1692 -2.9452
C -6.1172 -2.8817 -2.8116
C -5.6773 -1.3923 -2.7700
H -10.2792 -3.2944 -2.3254
H -10.0070 -1.6615 -2.9275
H -10.2672 -1.9245 -1.2338
H -8.0735 -1.5725 -1.3319
H -8.1477 -3.1690 -1.0404
H -8.8552 -3.9250 -4.5785
H -7.2459 -4.3413 -4.4963
H -7.4952 -5.1789 -2.1502
H -9.1341 -5.0430 -2.3333
H -8.2793 -6.1676 -3.3811
H -5.4799 -3.4010 -3.5274
H -5.9858 -3.4045 -1.8642
H -6.0796 -0.7290 -2.0043
H -6.0016 -0.8664 -3.6680
H -4.6001 -1.2255 -2.7651
C 1.5843 -5.6519 6.6993
C 1.6911 -5.0056 5.3315
N 2.1325 -3.6343 5.3646
C 2.1452 -3.0187 4.0009
C 3.0541 -3.8227 2.9781
C 1.5182 -2.7626 6.3883
C -0.0711 -2.7415 6.3324
H 0.7601 -5.2865 7.3118
H 2.5407 -5.5829 7.2177
H 1.1506 -6.6401 6.5466
H 2.2981 -5.6771 4.7242
H 0.7501 -5.0439 4.7828
H 1.1605 -2.8823 3.5537
H 2.5117 -2.0022 4.1440
H 2.5944 -4.7400 2.6102
H 3.3280 -3.3373 2.0414
H 3.9231 -4.0336 3.6014
H 1.8965 -1.7509 6.2417
H 1.8821 -3.0307 7.3802
H -0.4383 -3.7668 6.3782
H -0.3646 -2.2795 5.3897
H -0.5757 -2.2505 7.1645
C -2.0258 8.0145 1.9562
C -1.7164 6.5660 1.3386
N -0.4108 6.5417 0.5704
C -0.7292 6.6104 -0.8490
C -1.7243 7.6988 -1.3895
C 0.5633 5.5705 0.9263
C 1.3367 6.0998 2.1419
H -1.0852 8.4859 2.2413
H -2.7203 7.9512 2.7939
H -2.4640 8.6691 1.2029
H -1.6286 5.8369 2.1441
H -2.5205 6.1261 0.7486
H 0.1380 6.8191 -1.4756
H -1.1294 5.6220 -1.0746
H -2.0585 7.5263 -2.4126
H -2.6784 7.6261 -0.8674
H -1.5006 8.7598 -1.2791
H 1.2070 5.2622 0.1024
H 0.0921 4.6175 1.1668
H 0.6774 6.3806 2.9633
H 2.0483 6.8256 1.7483
H 1.8911 5.2477 2.5350
C -1.9183 2.5465 -2.8188
O -1.1247 3.1082 -3.5625
N -3.2127 2.5890 -2.9943
C -4.1055 1.9435 -1.9677
C -3.7330 3.2938 -4.1277
H -1.6167 2.2210 -1.8112
H -4.5994 2.7284 -1.3949
H -3.5711 1.3076 -1.2619
H -4.7368 1.2708 -2.5483
H -2.9936 3.9120 -4.6368
H -4.1827 2.7825 -4.9788
H -4.6777 3.8013 -3.9326
C 2.7744 -2.2043 -3.7527
O 2.4075 -1.0403 -3.5167
N 3.1155 -3.0933 -2.8473
C 3.6246 -4.4080 -3.2407
C 2.8647 -2.9051 -1.4769
H 2.8174 -2.4781 -4.8182
H 4.1452 -4.3976 -4.1984
H 2.7762 -5.0910 -3.2834
H 4.3903 -4.7344 -2.5369
H 3.7967 -3.0769 -0.9384
H 2.5305 -1.9002 -1.2186
H 2.1232 -3.5916 -1.0684
C -0.4873 -4.2230 -4.9424
O -0.5605 -4.4132 -3.7274
N -1.1678 -4.9560 -5.8578
C -0.7201 -5.1031 -7.2671
C -2.0192 -6.0337 -5.4421
H 0.1401 -3.4369 -5.3902
H -1.4448 -5.5277 -7.9618
H 0.2360 -5.6127 -7.3871
H -0.5281 -4.1169 -7.6898
H -1.9183 -6.2456 -4.3776
H -3.0281 -6.0336 -5.8548
H -1.5159 -6.9139 -5.8421
C 4.3008 1.4654 -5.8474
O 3.2944 1.3106 -5.1196
N 5.3601 2.2849 -5.4716
C 6.6729 2.0202 -6.0539
C 5.2418 3.4593 -4.6154
H 4.4952 1.0008 -6.8264
H 7.4943 2.0950 -5.3412
H 7.0672 2.7737 -6.7357
H 6.7613 1.1095 -6.6462
H 6.0954 3.4692 -3.9376
H 5.3915 4.4003 -5.1447
H 4.2939 3.4175 -4.0788
C 0.1894 0.1957 -6.1016
O 0.4813 0.5722 -5.0008
N -0.8295 -0.5502 -6.3857
C -1.0414 -1.0239 -7.7476
C -1.7407 -0.8813 -5.2637
H 0.7914 0.3075 -7.0166
H -0.2883 -0.7946 -8.5014
H -1.9952 -0.6874 -8.1539
H -1.1708 -2.1058 -7.7190
H -1.4153 -0.5212 -4.2877
H -2.7556 -0.5061 -5.3950
H -1.8192 -1.9493 -5.0603
C -3.3441 -5.4359 -1.6679
O -4.3610 -5.9449 -1.9189
N -3.0791 -5.1373 -0.3863
C -1.8104 -4.4828 -0.0354
C -4.0756 -5.1696 0.6582
H -2.4798 -5.2950 -2.3352
H -1.9026 -3.4111 -0.2116
H -1.0127 -4.8308 -0.6917
H -1.5589 -4.7320 0.9955
H -4.3130 -4.2161 1.1300
H -5.0357 -5.6327 0.4302
H -3.6151 -5.7634 1.4478
C 4.6206 1.3782 -1.4213
O 3.5088 1.2812 -1.9685
N 5.1035 2.6070 -0.9956
C 6.2768 2.7209 -0.1166
C 4.2585 3.7680 -0.8999
H 5.3505 0.5610 -1.3137
H 7.0535 3.0184 -0.8211
H 6.6412 1.7837 0.3040
H 6.0650 3.4396 0.6751
H 4.3108 4.2908 0.0551
H 4.6543 4.4577 -1.6455
H 3.1837 3.5870 -0.9063

Total charge ... +1
Highest occupied orbital energy (alpha / beta) ... -8.79 / -8.79 eV
DFT total energy ... -6448.87680 hartree
Molar mass ... 1568.28 g/mol
Energy above the lowest of the compared OMol25 structures with the same formula, charge and spin ... 40.4 kcal per mole
Spin multiplicity ... 2
Kohn-Sham gap (alpha / beta) ... 5.499 / 5.776 eV


Entry 2:
# C24H68CsO10

C24H68CsO10 as an isolated structure at a distorted geometry (the ωB97M-V functional and the def2-TZVPD basis, the Open Molecules 2025 dataset).

Cartesian coordinates (Å):
Cs -0.0789 0.2465 -0.2989
C 2.6301 -4.0267 -0.8814
C 3.0082 -4.7678 0.4600
C 4.2065 -5.7020 0.4729
O 3.2369 -3.7508 1.4346
H 3.4696 -3.6335 -1.4548
H 2.0012 -3.1586 -0.6840
H 2.0529 -4.6343 -1.5784
H 2.2139 -5.4819 0.6778
H 5.0804 -5.1859 0.0754
H 4.0288 -6.5504 -0.1880
H 4.4298 -6.1042 1.4611
H 3.3909 -4.1634 2.2876
C -1.0183 -3.2637 0.1332
C -1.6386 -3.2050 -1.2258
C -3.1130 -3.5863 -1.3275
O -1.4380 -1.9390 -1.7577
H 0.0332 -2.9852 0.2032
H -1.0448 -4.2963 0.4814
H -1.5935 -2.6755 0.8483
H -1.0861 -3.9604 -1.7846
H -3.3836 -3.5787 -2.3834
H -3.7375 -2.7982 -0.9067
H -3.4531 -4.4596 -0.7708
H -1.5571 -1.9497 -2.7103
C -0.1349 -1.0177 4.1653
C 0.2284 0.4343 3.8566
C 1.7064 0.6144 3.7339
O -0.3403 0.8182 2.6453
H -1.2178 -1.0053 4.2891
H 0.4315 -1.1945 5.0797
H 0.0698 -1.6620 3.3102
H -0.1659 1.0395 4.6730
H 2.0725 -0.2231 3.1402
H 2.1539 0.3637 4.6957
H 2.1082 1.5641 3.3807
H -1.2263 1.1707 2.7561
C 5.6114 -1.4274 -0.2677
C 4.6371 -0.5446 0.5627
C 4.5716 0.9630 0.1433
O 3.4119 -1.1431 0.5545
H 5.4562 -2.5028 -0.1813
H 6.6483 -1.0968 -0.2082
H 5.4546 -1.1934 -1.3207
H 5.1431 -0.6264 1.5247
H 4.0182 1.0324 -0.7932
H 5.5430 1.4574 0.1537
H 4.0012 1.4869 0.9103
H 3.6083 -2.0619 0.7516
C -4.6290 0.4359 -0.4784
C -4.0312 1.7676 -0.0481
C -5.0653 2.7102 0.3940
O -3.0289 1.6311 0.9130
H -5.0798 0.5808 -1.4602
H -5.4670 0.1177 0.1418
H -3.9134 -0.3824 -0.3986
H -3.5425 2.1918 -0.9252
H -5.5704 2.1656 1.1917
H -5.7446 2.9705 -0.4178
H -4.5766 3.5602 0.8701
H -3.4984 1.1655 1.6090
C -1.2081 1.6355 -4.2081
C -2.2905 0.8528 -4.9823
C -3.0584 1.7582 -5.9588
O -1.6933 -0.1188 -5.8283
H -0.4436 2.0836 -4.8428
H -0.6989 0.9388 -3.5422
H -1.7467 2.3481 -3.5836
H -2.9828 0.3878 -4.2804
H -3.8463 1.1676 -6.4262
H -2.4977 2.2540 -6.7512
H -3.5326 2.5207 -5.3408
H -1.5661 0.2527 -6.7044
C -3.9153 2.0074 4.1245
C -3.7077 0.4899 4.4549
O -3.5580 -0.1831 3.1984
H -4.5897 2.0682 3.2703
H -3.0847 2.6469 3.8257
H -4.5194 2.4288 4.9280
H -4.5406 0.0218 4.9796
H -2.8432 0.2719 5.0820
H -3.4686 -1.1251 3.3601
C 1.7834 4.4428 -1.6505
C 2.6584 3.7485 -0.6621
O 1.9451 2.7844 -0.0765
H 2.2057 5.3811 -2.0102
H 0.8268 4.6807 -1.1853
H 1.4958 3.8859 -2.5423
H 2.9676 4.4506 0.1122
H 3.5568 3.2205 -0.9818
H 1.7045 3.1203 0.7900
C 0.1235 4.9329 1.8988
O 1.0288 3.9258 2.2447
H -0.8675 4.7026 2.2902
H 0.4114 5.8996 2.3118
H 0.1446 5.0148 0.8121
H 0.7052 3.5621 3.0721
C 2.2880 -1.4588 -2.9925
O 1.4859 -0.3494 -2.9687
H 2.7547 -1.4965 -2.0082
H 1.6736 -2.3440 -3.1571
H 3.0794 -1.3445 -3.7332
H 1.5373 -0.0173 -3.8680

Total charge ... +1
Highest occupied orbital energy ... -11.59 eV
DFT total energy ... -1727.48282 hartree
Molar mass ... 649.70 g/mol
Energy above the lowest of the compared OMol25 structures with the same formula, charge and spin ... 0.0 kcal per mole
Kohn-Sham gap ... 9.748 eV


Entry 3:
# C5H10GaO3

C5H10GaO3 as an isolated structure at a distorted geometry (the ωB97M-V functional and the def2-TZVPD basis, the Open Molecules 2025 dataset).

Cartesian coordinates (Å):
O 2.3873 1.4312 -0.0732
C 2.7732 0.1381 -0.4425
C 1.5910 -0.8148 -0.5442
O 0.9744 -0.8700 0.7791
C -0.4129 -1.2776 0.7483
C -1.0721 -0.2722 -0.1808
O -1.5006 0.8203 0.7124
C -2.5763 1.5728 0.1946
Ga 0.5348 1.1650 0.5003
H 3.5006 -0.2680 0.2940
H 3.2827 0.1290 -1.4271
H 1.9203 -1.8295 -0.8206
H -0.8224 -1.4635 1.7512
H -0.4521 -2.2539 0.2390
H -1.9561 -0.7034 -0.6673
H -3.5223 1.0339 0.3592
H -2.5915 2.5384 0.7137
H -2.4610 1.7502 -0.8880
H 0.4029 -0.8262 -1.2482

Total charge ... +1
Highest occupied orbital energy (alpha / beta) ... -13.61 / -12.49 eV
DFT total energy ... -2346.53446 hartree
Molar mass ... 187.86 g/mol
Energy above the lowest of the compared OMol25 structures with the same formula, charge and spin ... 33.4 kcal per mole
Kohn-Sham gap (alpha / beta) ... 7.447 / 5.724 eV


Entry 4:
# C2H4Cl2OSi

A 2-piece molecular cluster, C2H4Cl2OSi overall at a distorted geometry (the ωB97M-V functional and the def2-TZVPD basis, the Open Molecules 2025 dataset).

Cartesian coordinates (Å):
C -2.0006 -0.9039 -0.8622
C -1.4133 0.2366 -0.6714
O 1.9099 -0.0758 1.9825
Si 1.6729 0.3545 0.4426
Cl 2.0352 2.2248 -0.0446
Cl 2.6103 -0.9206 -0.7945
H -2.9347 -0.8852 -1.3723
H -1.7058 -1.8204 -0.5157
H -1.4177 1.3691 -0.6744
H 1.2438 0.4209 2.5100

Highest occupied orbital energy (alpha / beta) ... -8.29 / -7.51 eV
DFT total energy ... -1363.70030 hartree
Molar mass ... 143.05 g/mol
Energy above the lowest of the compared OMol25 structures with the same formula, charge and spin ... 89.9 kcal per mole
Kohn-Sham gap (alpha / beta) ... 7.922 / 7.780 eV


Entry 5:
# C3H6S

A 2-piece molecular cluster, C3H6S overall at a distorted geometry (the ωB97M-V functional and the def2-TZVPD basis, the Open Molecules 2025 dataset).

Cartesian coordinates (Å):
C 0.8616 -0.8076 -1.2299
C -0.1666 -0.1330 -1.5837
C -0.8467 0.9460 1.1017
S 0.6687 0.4498 1.7212
H 1.4239 -1.5189 -1.8276
H 1.2742 -0.6789 -0.2151
H -0.8918 0.0838 -2.3226
H -1.7369 0.4415 1.4051
H -0.8820 1.9631 0.7687
H 0.2956 -0.7459 2.1821

Highest occupied orbital energy (alpha / beta) ... -8.13 / -7.41 eV
DFT total energy ... -515.90613 hartree
Molar mass ... 74.15 g/mol
Energy above the lowest of the compared OMol25 structures with the same formula, charge and spin ... 100.2 kcal per mole
Kohn-Sham gap (alpha / beta) ... 8.647 / 8.013 eV